Entry from the Open Molecules 2025 dataset: C10H20HgINO3Si2 as an isolated structure at a distorted geometry (ωB97M-V with the def2-TZVPD basis set).

Element x y z (Å)
C1 -3.34375 -1.02544 -0.49192
C2 -2.12585 -1.00191 -1.14558
Si1 -0.68139 -1.99569 -0.39673
C3 0.54501 -0.88500 0.54942
C4 -0.20827 0.19284 1.38110
N1 0.65051 1.32565 1.77595
C5 1.11555 1.19804 3.18012
C6 2.23708 0.14755 3.38239
C7 -0.26896 2.49284 1.74477
C8 -0.36335 3.39322 0.49560
O1 -0.96172 2.74145 2.64430
O2 0.23903 -2.87704 -1.52988
Si2 0.27616 -2.14788 -3.09405
C9 1.34959 -0.58604 -3.20994
C10 0.46525 0.62709 -3.59716
O3 -0.56221 0.51778 -4.12770
I1 1.23624 2.58117 -3.09305
H1 -4.01579 -1.89195 -0.61294
H2 -3.65855 -0.15347 0.10896
H3 -2.08373 -0.37311 -2.06475
H4 -1.28625 -2.89008 0.61080
H5 1.20188 -0.40321 -0.18936
H6 1.15302 -1.58492 1.14110
H7 -0.77419 -0.22607 2.23230
H8 -0.97006 0.62851 0.69618
H9 1.53146 2.17309 3.46985
H10 0.31104 0.95585 3.89183
H11 2.19646 -0.14974 4.44233
H12 3.24567 0.55128 3.23445
H13 2.09069 -0.77938 2.81374
H14 -0.68110 4.37711 0.84864
H15 0.61245 3.40183 -0.00285
H16 -1.12662 2.94404 -0.15667
H17 -1.10139 -1.93354 -3.56418
H18 0.86681 -3.14856 -3.99806
H19 1.94881 -0.35156 -2.32138
H20 2.04909 -0.72252 -4.05422
Hg1 -1.10865 -5.12223 -0.99342

Summary:
* Kohn-Sham gap: 2.59 eV
* electronic energy: -46334.871 eV
* net charge: +2
* LUMO: -12.5 eV
* max |F|: 0.0690 hartree/bohr

Atomic partial charges in e from the Löwdin method, atoms 1 to 5:
1. C 0.217
2. C -0.069
3. Si 0.412
4. C -0.181
5. C -0.221

---

Entry from the Open Molecules 2025 dataset: an isolated ion of composition C4H12N4 and charge +2 at a distorted geometry (ωB97M-V with the def2-TZVPD basis set).

Element x y z (Å)
C1 -1.50724 0.32759 -0.13834
C2 -1.35811 1.81365 -0.06139
C3 3.08500 0.55443 0.02489
C4 -0.50192 -1.97742 0.03148
N1 0.76174 0.22158 -0.04101
N2 1.92580 -0.30161 -0.05199
N3 -2.63577 -0.25901 -0.16711
N4 -0.34905 -0.41901 0.06492
H1 -0.77503 2.13493 0.89548
H2 -2.20419 2.42465 -0.06000
H3 -0.71915 2.17927 -0.87875
H4 2.84350 1.62949 -0.40358
H5 3.43128 0.74412 1.01840
H6 3.98904 0.02617 -0.43071
H7 -1.18593 -2.03715 0.90678
H8 0.39152 -2.50615 0.27879
H9 -1.02061 -2.36651 -0.87957
H10 2.10825 -1.31855 0.11429
H11 -3.48932 0.34133 -0.33628
H12 -2.78979 -1.21180 0.11368

Summary:
* relative energy (zero: lowest compared OMol25 entry of this formula, charge and spin): 2.166 eV
* Kohn-Sham gap (spin up / spin down): 8.66 / 6.72 eV
* electronic energy: -10279.706 eV
* 2S+1: 3
* net charge: +2
* LUMO (spin up / spin down): -7.9 / -13.2 eV
* max |F|: 0.1317 hartree/bohr

Atomic partial charges in e from the Löwdin method, atoms 1 to 5:
1. C -0.257
2. C 0.040
3. C 0.041
4. C 0.105
5. N 0.034

---

Entry from the Open Molecules 2025 dataset: CH3NO2 as an isolated structure at a distorted geometry (ωB97M-V with the def2-TZVPD basis set).

Element x y z (Å)
C1 1.03924 -0.13814 0.02553
N1 -0.59627 0.66714 -0.32667
O1 -2.71644 0.02020 0.05502
O2 -1.44503 -0.09807 0.13578
H1 1.67455 0.75432 0.38002
H2 0.80690 -0.90808 0.76143
H3 1.23705 -0.29737 -1.03111

Summary:
* relative energy (zero: lowest compared OMol25 entry of this formula, charge and spin): 8.621 eV
* Kohn-Sham gap (spin up / spin down): 9.55 / 9.53 eV
* electronic energy: -6663.043 eV
* net charge: 0
* LUMO (spin up / spin down): -0.5 / -0.5 eV
* max |F|: 0.0921 hartree/bohr

Atomic partial charges in e from the Löwdin method, atoms 1 to 5:
1. C 0.061
2. N 0.088
3. O -0.078
4. O -0.243
5. H 0.078